# C2H9NP2

An isolated molecule of C2H9NP2 (the ωB97M-V functional and the def2-TZVPD basis, the OMol25 dataset).

Geometry as XYZ:
```
14
C2H9NP2 the ωB97M-V functional and the def2-TZVPD basis
C -0.60 -2.07 0.84
C 0.79 1.06 0.17
N -0.22 -1.43 -0.40
P 0.97 2.88 -0.15
P -0.74 0.35 -0.59
H -1.66 -2.33 0.91
H -0.01 -2.98 0.95
H -0.36 -1.41 1.67
H 0.76 0.92 1.25
H 1.67 0.53 -0.21
H -0.63 -1.94 -1.18
H -0.35 3.21 0.17
H 0.65 2.82 -1.52
H -0.25 0.39 -1.91
```

## Properties
energy above the lowest of the compared OMol25 structures with the same formula, charge and spin: 0.296 eV
gap between HOMO and LUMO (spin up / spin down): 5.15 / 6.95 eV
spin multiplicity: 3

List of natural (NBO) charges in e, atom by atom: number 1, C, carries -0.4683; number 2, C, carries -1.0213; number 3, N, carries -0.7210; number 4, P, carries 0.3145; number 5, P, carries 0.5507; number 6, H, carries 0.2115; number 7, H, carries 0.2125; number 8, H, carries 0.2013; number 9, H, carries 0.2403; number 10, H, carries 0.2531; number 11, H, carries 0.3618; number 12, H, carries -0.0279; number 13, H, carries -0.0304; number 14, H, carries -0.0769


# C5H36O15S

A cluster of 14 separate species, C5H36O15S in total (the ωB97M-V functional and the def2-TZVPD basis, the OMol25 dataset).

Geometry as XYZ:
```
57
C5H36O15S the ωB97M-V functional and the def2-TZVPD basis
O -1.06 0.19 -4.07
C -0.58 0.14 -2.96
O 0.18 1.15 -2.49
C -0.39 -1.13 -2.21
C -0.32 -0.76 -0.67
C 1.12 -0.75 -0.18
S 1.93 -2.40 -0.10
C 2.81 -2.63 -1.67
H 0.08 2.04 -2.95
H -1.15 -1.90 -2.35
H 0.58 -1.57 -2.43
H -0.93 -1.47 -0.13
H -0.72 0.23 -0.53
H 1.80 -0.01 -0.64
H 1.31 -0.40 0.85
H 3.92 -2.47 -1.46
H 2.67 -3.59 -2.11
H 2.71 -1.78 -2.38
H 2.52 1.93 1.31
H 2.58 3.41 0.87
O 2.09 2.80 1.44
H 2.16 -2.03 3.07
H 2.76 -3.30 2.54
O 2.81 -2.71 3.30
H 0.65 0.22 3.29
H 2.06 0.26 3.94
O 1.50 -0.24 3.33
H -5.05 2.01 0.93
H -3.64 2.49 0.78
O -4.19 1.95 1.37
H -4.07 -1.16 -2.21
H -4.17 0.23 -2.71
O -3.82 -0.63 -2.98
H -2.73 -1.31 1.73
H -4.09 -0.97 2.35
O -3.64 -1.61 1.79
H -1.78 3.52 -0.91
H -1.22 3.02 -2.18
O -2.04 3.42 -1.84
H 0.55 2.54 1.10
H -0.17 1.59 0.00
O -0.31 2.16 0.77
H -0.81 3.37 3.32
H -0.94 4.32 2.17
O -1.16 4.25 3.12
H -1.07 1.14 1.86
H -2.50 1.14 2.45
O -1.59 0.88 2.66
H 1.15 -0.68 -5.29
H 1.62 -0.60 -3.91
O 1.96 -0.45 -4.80
H 4.37 0.04 1.93
H 2.90 0.16 2.08
O 3.65 0.61 1.63
H -0.51 -5.58 0.03
H 0.04 -4.16 0.35
O 0.17 -4.95 -0.20
```

## Properties
total charge: -1
gap between HOMO and LUMO (spin up / spin down): 2.46 / 8.94 eV
spin multiplicity: 2

List of natural (NBO) charges in e, atom by atom: number 1, O, carries -0.5860; number 2, C, carries 0.7586; number 3, O, carries -0.8545; number 4, C, carries -0.5182; number 5, C, carries -0.4217; number 6, C, carries -0.5780; number 7, S, carries 0.1374; number 8, C, carries -0.7611; number 9, H, carries 0.4196; number 10, H, carries 0.2502; number 11, H, carries 0.2266; number 12, H, carries 0.2085; number 13, H, carries 0.1951; number 14, H, carries 0.2425; number 15, H, carries 0.2386; number 16, H, carries 0.2197; number 17, H, carries 0.2313; number 18, H, carries 0.2288; number 19, H, carries 0.4961; number 20, H, carries 0.4540; number 21, O, carries -1.0434; number 22, H, carries 0.4878; number 23, H, carries 0.4695; number 24, O, carries -0.9673; number 25, H, carries 0.5148; number 26, H, carries 0.4855; number 27, O, carries -0.9969; number 28, H, carries 0.4633; number 29, H, carries 0.4747; number 30, O, carries -0.9910; number 31, H, carries 0.4605; number 32, H, carries 0.4662; number 33, O, carries -0.9382; number 34, H, carries 0.4821; number 35, H, carries 0.4730; number 36, O, carries -0.9626; number 37, H, carries 0.4409; number 38, H, carries 0.4054; number 39, O, carries -1.0601; number 40, H, carries 0.4980; number 41, H, carries 0.4649; number 42, O, carries -1.0893; number 43, H, carries 0.4712; number 44, H, carries 0.4618; number 45, O, carries -0.9644; number 46, H, carries 0.4926; number 47, H, carries 0.4898; number 48, O, carries -1.0429; number 49, H, carries 0.4732; number 50, H, carries 0.4560; number 51, O, carries -0.9293; number 52, H, carries 0.4864; number 53, H, carries 0.4876; number 54, O, carries -1.0012; number 55, H, carries 0.4632; number 56, H, carries 0.4825; number 57, O, carries -0.9518


In eV/Å, the F_max values for the records above are, in order, 1.15; 3.19.